38
Properties=species:S:1:pos:R:3:forces:R:3 method="wB97M-V/def2-TZVPD" e_above_lowest_kj_mol=1250.05 smiles="CCOc1ccc(S(=O)(=O)NC[C@H]2CCCO2)cc1" fmax_ha_per_bohr=0.2916 homo_ev=-8.1 spin_multiplicity=1 energy_ha=-1260.24937
C 4.5239 -0.4952 0.9671 1.39 0.88 -3.31
C 3.9470 -1.5950 1.7368 10.35 -5.47 -2.58
H 3.8605 -2.6398 1.1728 0.37 1.94 0.95
H 4.7164 -1.7437 2.6103 -1.07 -0.37 -1.36
O 2.9213 -1.1952 2.2280 -9.11 3.57 8.67
C 1.7468 -1.3319 1.7175 -3.21 -0.49 1.56
C 1.6589 -1.7441 0.5216 -0.77 -4.81 -12.95
C 0.4260 -1.9659 -0.3914 0.82 3.51 11.21
C -0.6912 -1.5433 0.3027 -1.98 0.57 0.45
C -0.7087 -0.9895 1.6434 6.50 -4.20 -1.97
C 0.4956 -1.1992 2.3711 -0.64 2.41 -1.98
H 0.7015 -0.8027 3.2934 -0.68 0.79 2.81
H -1.5150 -0.5854 2.0411 -3.66 1.44 1.84
S -2.4175 -1.6567 -0.4153 1.85 6.36 0.15
O -2.5321 -2.9963 -0.8108 -1.17 -1.93 -0.36
O -3.3036 -0.8080 0.4398 1.26 -2.55 -1.89
N -2.2432 -0.7078 -1.9352 2.51 -14.49 2.95
H -1.4770 -1.1984 -2.4230 -0.75 0.57 0.06
C -2.5791 0.4497 -2.1820 0.75 10.75 5.40
H -3.2983 0.7376 -1.2482 1.10 0.02 -2.52
C -1.1552 1.3618 -1.8603 -3.16 0.08 1.29
C -1.5542 2.7991 -1.6107 -0.76 1.65 -6.64
H -0.7208 3.3657 -1.9709 0.65 0.95 0.33
C -2.0480 3.1140 -0.1789 -1.16 1.64 -5.60
H -3.0737 2.9627 -0.5034 -0.84 1.08 1.48
C -1.5447 1.9318 0.3712 5.21 -2.26 5.87
H -0.7225 2.3876 1.1921 -1.60 -1.95 -1.82
O -0.8026 0.9952 -0.5368 -0.49 1.07 0.95
H -2.2430 1.3672 0.9702 -0.17 -0.41 -0.10
H -1.6659 4.1406 0.0658 -0.83 -1.28 0.30
H -2.3588 3.0210 -2.5833 1.69 -0.13 2.88
H -0.3494 1.1111 -2.6031 -0.67 0.44 0.76
H -2.8853 0.7164 -3.0919 -1.90 0.90 -3.73
H 0.3674 -2.1852 -1.3199 0.42 -1.96 -6.07
H 2.5226 -2.1588 -0.1789 -1.23 1.45 2.08
H 5.4546 -0.9677 0.5534 0.13 1.38 0.72
H 3.9617 -0.3797 -0.0847 0.69 0.66 2.64
H 4.5857 0.4278 1.7304 0.18 -1.83 -2.47

---

49
Properties=species:S:1:pos:R:3:forces:R:3 method="wB97M-V/def2-TZVPD" e_above_lowest_kj_mol=0.00 smiles="O=C1OC[C@@H](F)O1.O=C1OC[C@@H](F)O1.COC(=O)OC.COC(=O)OC.ClCCl" fmax_ha_per_bohr=0.0335 homo_ev=-10.6 spin_multiplicity=1 energy_ha=-2530.37164
C -9.6239 2.2535 13.0765 -0.10 1.08 -0.42
O -10.1120 1.5577 14.2071 -0.81 -0.57 0.05
C -9.3522 1.4747 15.2967 0.59 0.21 -0.87
O -8.2085 1.8650 15.3379 -0.32 0.07 0.41
O -9.9861 0.9084 16.3040 0.59 0.09 0.41
C -11.0815 0.0429 16.1053 -1.24 -0.67 -0.59
H -8.8090 1.7575 12.5543 0.09 -0.15 0.28
H -9.3518 3.2733 13.3543 0.35 -0.23 0.07
H -10.4610 2.3871 12.3923 -0.07 -0.41 0.09
H -11.2198 -0.4813 17.0447 0.05 -0.01 0.00
H -10.9582 -0.6742 15.2886 0.67 -0.04 0.20
H -12.0248 0.5165 15.8173 0.26 0.62 0.37
C -6.4382 0.3199 20.0841 -0.16 -0.35 -0.40
O -6.8001 1.6804 19.8540 -0.11 -0.22 -0.61
C -7.0728 2.4654 20.8730 -0.11 0.96 1.42
O -6.9867 2.2180 22.0507 0.06 -0.36 -0.25
O -7.4653 3.6381 20.3835 -0.29 0.04 -1.41
C -7.6699 4.7853 21.2064 0.89 -0.57 0.33
H -5.3562 0.2418 20.1545 -0.01 -0.06 0.24
H -6.7749 -0.2036 19.1899 0.16 0.02 -0.06
H -6.9586 -0.1401 20.9212 0.16 0.37 0.28
H -8.2082 5.5163 20.6142 -0.27 -0.19 -0.01
H -6.6754 5.1832 21.4164 -0.13 0.16 0.32
H -8.1687 4.4928 22.1266 -0.11 0.22 0.02
C -5.2052 3.1307 16.7953 -0.02 0.69 -0.57
C -5.1465 1.6295 16.5737 -0.97 -0.50 1.08
O -4.2173 1.2295 17.5360 0.77 -0.12 0.33
C -3.4438 2.3082 17.9341 -0.76 -0.93 -1.24
O -2.5273 2.2535 18.6627 0.66 -0.12 0.73
O -3.8884 3.3751 17.2858 0.14 1.41 -0.10
F -4.7219 1.3109 15.3112 0.25 0.27 0.07
H -5.8794 3.5940 17.5185 -0.41 -0.97 0.18
H -5.3914 3.6802 15.8723 0.48 -0.20 -0.17
H -6.0253 1.0259 16.7789 -0.35 0.38 -0.24
C -7.8524 5.5480 15.2550 -0.38 -1.47 -0.10
C -8.8317 6.3122 14.4061 -0.41 -0.07 -1.01
O -9.9980 6.3527 15.1820 0.13 0.31 -0.01
C -9.6810 6.0899 16.4751 0.81 -0.30 0.15
O -10.3993 6.1962 17.3977 -0.67 0.11 0.39
O -8.3868 5.6817 16.5767 0.43 0.65 -0.24
F -9.1241 5.6228 13.2458 0.13 0.01 0.27
H -6.8041 5.7791 15.0860 -0.04 0.61 0.69
H -7.9525 4.4771 15.0398 0.02 0.09 -0.40
H -8.5515 7.3100 14.0652 0.04 0.04 0.29
C -6.9532 -1.6110 14.4196 -0.06 -1.26 0.46
Cl -5.3461 -2.1335 13.8431 -0.47 0.61 -0.03
Cl -7.0164 -1.7165 16.2104 -0.05 0.40 -0.35
H -7.3034 -0.6473 14.0700 0.61 0.26 0.10
H -7.6416 -2.3818 14.0916 -0.02 0.07 -0.13

---

37
Properties=species:S:1:pos:R:3:forces:R:3 method="wB97M-V/def2-TZVPD" e_above_lowest_kj_mol=0.00 smiles=COCCNCCCCSc1ccc(Cl)cc1 fmax_ha_per_bohr=0.0093 homo_ev=-8.2 spin_multiplicity=1 energy_ha=-1495.70470
C 1.0620 3.4084 -1.0102 0.01 0.03 0.00
O 0.8143 2.0300 -0.8947 0.03 -0.12 -0.05
C 0.4323 1.6094 0.3986 0.17 -0.11 0.28
C 1.5952 1.5696 1.4138 -0.24 0.16 -0.38
N 2.7784 0.8453 1.0062 0.24 0.14 -0.15
H 3.1917 1.2851 0.1901 -0.02 0.02 0.11
C 2.6088 -0.5773 0.7570 0.19 0.00 -0.07
C 2.3746 -0.9357 -0.7195 -0.07 -0.15 0.23
C 1.8169 -2.3474 -0.9266 0.00 0.22 -0.03
C 0.2943 -2.4098 -0.9263 -0.24 -0.14 0.33
H -0.0452 -3.3760 -1.3030 -0.01 0.11 -0.11
H -0.1163 -1.6076 -1.5384 0.00 -0.02 -0.08
S -0.4035 -2.2103 0.7605 0.05 -0.06 -0.17
C -1.9358 -1.3839 0.4619 0.18 -0.17 -0.01
C -2.4296 -0.5718 1.4801 0.06 -0.13 -0.16
C -3.6243 0.0997 1.3214 -0.15 0.01 -0.08
C -4.3291 -0.0361 0.1342 0.19 -0.12 0.02
C -3.8541 -0.8507 -0.8803 -0.12 0.12 0.04
C -2.6622 -1.5318 -0.7130 0.02 0.05 0.11
H -2.3148 -2.1828 -1.4999 0.04 -0.05 -0.05
H -4.4162 -0.9603 -1.7945 -0.08 0.02 -0.07
Cl -5.8193 0.8147 -0.0787 -0.18 0.11 -0.02
H -4.0053 0.7309 2.1085 -0.06 0.07 0.05
H -1.8654 -0.4718 2.3945 0.06 0.07 0.12
H 2.2136 -3.0191 -0.1627 0.09 -0.14 -0.04
H 2.1463 -2.7219 -1.8996 0.00 -0.10 0.08
H 1.6978 -0.2066 -1.1688 0.03 0.02 -0.04
H 3.3302 -0.8520 -1.2433 -0.01 0.08 -0.03
H 3.5209 -1.0812 1.1003 -0.14 -0.16 -0.03
H 1.7832 -0.9360 1.3725 0.09 0.02 -0.02
H 1.9088 2.5902 1.6516 -0.10 -0.03 0.10
H 1.2165 1.1124 2.3324 -0.04 0.11 0.04
H -0.3675 2.2555 0.7899 0.00 -0.04 -0.03
H 0.0256 0.6057 0.2643 -0.03 0.02 0.07
H 1.2405 3.5998 -2.0670 0.02 0.10 0.04
H 0.1958 3.9925 -0.6758 0.03 0.02 -0.01
H 1.9410 3.7207 -0.4357 -0.01 0.04 -0.01

---

52
Properties=species:S:1:pos:R:3:forces:R:3 method="wB97M-V/def2-TZVPD" e_above_lowest_kj_mol=468.08 total_charge=-1 fmax_ha_per_bohr=0.1823 homo_ev="-5.7 / -5.2" spin_multiplicity=2 energy_ha=-3736.06006
Cu 0.0511 -0.0575 -0.2571 -1.40 -0.55 2.25
C -3.3374 2.0395 2.0384 0.42 -0.20 -0.01
C -2.4535 1.0518 1.3087 0.31 0.31 0.63
N -1.2850 0.6725 1.6637 -0.06 -0.40 -0.34
O -0.6523 1.1637 2.7636 0.06 0.65 0.74
C -2.9671 0.4315 0.1018 -0.62 -0.03 -0.58
C -4.4005 0.5624 -0.3458 0.42 -0.26 -0.04
N -2.1572 -0.2636 -0.6336 0.63 -0.32 -0.49
O -2.4599 -0.9634 -1.6178 -0.26 0.26 0.60
H -2.8740 2.4503 2.9351 -0.02 0.01 -0.02
H -4.2573 1.5478 2.3473 -0.07 0.02 0.02
H -3.5854 2.8659 1.3773 -0.07 0.08 -0.04
H -1.1381 1.9118 3.1553 -0.02 -0.17 -0.21
H -4.9914 1.1799 0.3199 -0.07 0.06 0.03
H -4.8454 -0.4303 -0.4108 -0.12 -0.05 -0.04
H -4.4125 0.9881 -1.3492 -0.10 0.02 -0.06
O 0.9743 -5.5077 -1.7430 -0.22 0.02 0.46
C 1.1997 -4.8256 -2.8370 0.05 0.09 -0.14
O 1.5847 -5.3527 -3.8590 0.02 0.02 -0.05
C 0.9989 -3.3416 -2.8201 -0.01 0.31 -0.14
C 1.2512 -2.5923 -3.9624 -0.06 -0.50 0.46
N 1.0151 -1.3231 -3.6645 0.06 -0.67 -0.43
N 0.6385 -1.1705 -2.4071 -0.09 -0.59 0.24
C 0.6044 -2.3843 -1.8469 0.07 -0.28 -0.38
C 0.1813 -2.6587 -0.4216 0.06 -1.03 -0.21
O 0.0853 -3.8484 -0.0759 0.08 -0.03 -0.08
O -0.0278 -1.7093 0.3637 -0.10 -1.56 0.56
H 0.5919 -4.9058 -1.0001 0.16 -0.02 -0.42
H 1.5881 -2.9313 -4.9217 0.01 0.04 -0.16
H 1.1154 -0.4925 -4.2426 0.07 0.12 -0.22
F -0.9589 0.5378 -3.2649 1.14 0.01 1.12
Te 0.6312 1.2545 -2.3524 1.92 4.56 -7.96
F -0.3527 2.8100 -3.0355 0.33 -0.72 0.75
F 2.4739 0.4591 -2.4286 -1.49 0.15 0.45
F 1.9261 2.7425 -2.2972 -0.70 -0.82 0.55
F 1.1595 1.2698 -4.2864 -0.28 -0.59 0.98
O 0.0544 1.6341 -0.7308 -0.42 2.01 1.34
C 4.2264 1.5325 -0.0297 -0.32 -0.25 0.00
C 2.8237 1.2512 0.5004 0.34 0.32 -0.09
O 2.3213 -0.0156 0.0767 -0.14 -0.04 0.59
C 2.8785 -1.1347 0.7516 0.09 -0.26 0.22
C 2.3600 -1.3131 2.1755 -0.01 0.23 -0.33
H 4.5389 2.5196 0.2939 0.07 0.19 0.09
H 4.2132 1.5122 -1.1143 -0.02 0.01 -0.12
H 4.9534 0.8055 0.3259 0.11 -0.02 0.09
H 2.1339 1.9865 0.0805 0.17 -0.07 0.26
H 2.7966 1.3214 1.5959 -0.08 -0.02 -0.12
H 3.9698 -1.0532 0.7395 -0.03 -0.06 -0.05
H 2.6037 -2.0101 0.1577 0.11 0.12 0.00
H 2.7289 -0.5390 2.8465 0.05 0.00 0.06
H 2.6678 -2.2871 2.5507 0.05 -0.06 0.07
H 1.2739 -1.2774 2.1497 -0.02 -0.05 0.18

---

46
Properties=species:S:1:pos:R:3:forces:R:3 method="wB97M-V/def2-TZVPD" e_above_lowest_kj_mol=37.28 total_charge=-1 fmax_ha_per_bohr=0.0104 homo_ev="-3.6 / -3.3" spin_multiplicity=2 energy_ha=-4529.59625
Mo -0.9245 -0.9843 1.2911 0.31 -0.31 -0.30
C 2.0283 1.0406 0.1073 -0.05 0.02 -0.03
C 2.0911 0.7281 1.5927 0.00 0.01 -0.02
S 0.5152 0.6711 2.4799 -0.11 -0.06 0.02
C -0.0471 2.3887 2.6940 -0.01 -0.01 -0.02
C -0.1332 3.3398 1.5068 -0.02 0.05 -0.02
S -1.1504 2.6454 0.1814 0.09 0.14 -0.02
C -0.6192 3.6655 -1.2206 -0.07 0.01 0.04
C -1.3789 3.1835 -2.4718 0.08 -0.01 0.03
S -1.8276 1.4219 -2.5377 -0.04 -0.01 -0.07
C -0.3277 0.6602 -3.1906 0.06 0.06 -0.01
C 0.9391 0.8399 -2.3650 -0.04 -0.08 -0.01
S 0.9845 -0.1244 -0.8178 0.17 0.15 0.06
H 3.0410 1.0305 -0.3032 0.00 -0.03 -0.01
H 1.6049 2.0327 -0.0466 -0.01 -0.03 -0.02
H 2.7478 1.4472 2.0877 -0.03 0.01 0.03
H 2.5040 -0.2690 1.7563 0.00 -0.01 0.00
H 0.6040 2.8280 3.4524 0.00 -0.04 0.02
H -1.0268 2.2338 3.1632 0.01 -0.03 -0.02
H 0.8628 3.5813 1.1248 0.00 -0.02 -0.02
H -0.5663 4.2698 1.8845 -0.01 0.01 -0.04
H 0.4641 3.6072 -1.3549 0.01 -0.03 0.00
H -0.8605 4.7187 -1.0564 -0.01 -0.01 0.04
H -0.8362 3.4606 -3.3790 0.00 -0.03 0.00
H -2.3424 3.6911 -2.5131 -0.02 -0.03 0.02
H -0.1361 1.0524 -4.1936 -0.02 0.01 0.01
H -0.5714 -0.3982 -3.3026 -0.03 0.00 0.05
H 1.0799 1.8914 -2.1242 -0.02 -0.03 0.04
H 1.7962 0.5316 -2.9690 0.00 -0.03 0.03
O 0.7810 -2.4099 1.1857 -0.18 0.12 0.07
N 0.6965 -3.3901 0.3029 0.12 -0.10 -0.13
C 1.7012 -4.2973 0.3123 0.02 0.05 0.03
C 1.7199 -5.3599 -0.5466 0.03 0.01 0.02
C 0.6670 -5.5066 -1.4532 -0.09 0.05 -0.02
C -0.3455 -4.5799 -1.4499 0.15 -0.17 -0.04
C -0.3480 -3.4968 -0.5591 0.04 0.09 0.06
S -1.6281 -2.3456 -0.5368 -0.20 0.23 0.01
H 2.4511 -4.0872 1.0593 0.02 -0.03 -0.02
H 2.5383 -6.0634 -0.5024 0.00 0.01 0.01
H 0.6427 -6.3415 -2.1408 0.00 0.01 0.00
H -1.1846 -4.6574 -2.1265 -0.01 0.01 0.00
S -5.4198 -1.5844 3.8166 -0.02 0.02 0.07
Sb -3.4791 -0.4612 3.5686 0.01 0.12 -0.07
S -2.9819 0.2287 1.3238 -0.20 0.04 0.02
S -1.5403 -1.9483 3.2072 0.02 -0.15 0.23
S -2.7850 1.1155 5.0625 0.02 0.01 0.00

---

35
Properties=species:S:1:pos:R:3:forces:R:3 method="wB97M-V/def2-TZVPD" e_above_lowest_kj_mol=234.98 smiles=CCCc1cncc([C@H]2CCCN2C)c1 fmax_ha_per_bohr=0.0994 homo_ev=-8.4 spin_multiplicity=1 energy_ha=-616.79018
C 3.7092 -2.5357 -0.3341 -0.20 -0.80 3.80
C 3.6047 -1.0881 -0.5709 -1.00 1.90 1.18
C 2.9749 -0.3358 0.6902 0.52 -0.17 1.16
C 1.7765 0.5894 0.4232 1.57 0.80 0.01
C 1.9890 1.9094 0.0298 2.77 0.54 -1.31
C -0.2113 2.3750 -0.3419 1.56 -2.08 0.24
C -0.5693 1.0207 -0.0303 2.51 2.78 1.75
C 0.4710 0.2336 0.4962 -2.06 -2.25 -0.33
C -1.9260 0.4919 -0.0974 -0.19 0.29 -0.79
C -2.0112 -0.0881 -1.5813 -1.13 0.75 0.84
C -3.0109 -1.2586 -1.4975 -0.95 0.02 0.56
C -3.2917 -1.3290 0.0354 -0.69 -0.01 1.98
C -2.2836 -0.4810 2.1802 -0.86 3.35 0.76
H 4.4979 -2.6597 0.4503 -0.77 -0.12 -0.01
H 2.7838 -3.0885 0.0325 0.99 0.96 -0.59
H 4.1504 -3.0539 -1.0886 0.82 -1.49 -2.73
H 4.6010 -0.6511 -0.7635 -0.54 -0.19 -0.18
H 2.9363 -0.8893 -1.3834 -0.17 0.28 -0.80
H 3.8175 0.1704 1.2517 -0.99 0.02 -0.81
H 2.6566 -1.0688 1.4642 -0.02 0.05 -0.71
H 3.1399 2.1472 -0.0445 -2.40 0.28 0.07
H -0.9221 3.1290 -0.5322 -0.99 0.59 -0.50
H 0.1606 -0.7762 0.8782 0.47 0.92 -0.49
H -2.6714 1.2832 0.0506 -0.11 0.34 -0.22
H -0.9745 -0.2527 -1.9262 -0.82 -0.37 -0.09
H -2.5212 0.6770 -2.1732 0.72 0.15 -0.22
H -2.6298 -2.1918 -1.9240 -0.04 0.15 0.22
H -4.0220 -1.0190 -2.0118 1.85 -0.38 0.66
H -4.3536 -0.8803 0.2073 1.63 -0.40 0.05
H -3.2766 -2.3017 0.5571 -0.42 -0.05 -0.84
H -3.0985 0.2774 2.4785 0.59 -1.00 0.00
H -1.3667 -0.0032 2.5142 0.25 -0.05 0.33
H -2.4085 -1.3847 2.7239 -0.24 -0.98 0.09
N 1.0805 2.8037 -0.3905 -0.44 -1.25 1.16
N -2.1985 -0.5873 0.7946 -1.22 -2.60 -4.23